# 1
{
  "formula": "C38H31CdCl3N6O2S3",
  "method": "ωB97M-V/def2-TZVPD",
  "homo_ev": -7.212,
  "multiplicity": 1,
  "elements": ["Cd", "Cl", "Cl", "Cl", "S", "S", "S", "O", "O", "N", "N", "N", "N", "N", "N", "C", "C", "C", "C", "C", "C", "C", "C", "C", "C", "C", "C", "C", "C", "C", "C", "C", "C", "C", "C", "C", "C", "C", "C", "C", "C", "C", "C", "C", "C", "C", "C", "C", "C", "C", "C", "C", "C", "H", "H", "H", "H", "H", "H", "H", "H", "H", "H", "H", "H", "H", "H", "H", "H", "H", "H", "H", "H", "H", "H", "H", "H", "H", "H", "H", "H", "H", "H", "H"],
  "xyz": [[0.6184, 1.7311, -0.7197], [-2.9795, -8.6498, 2.2145], [-0.7579, -1.8612, -2.1554], [1.8845, -6.4250, 2.3784], [-1.6693, -4.4458, -3.3007], [-4.0769, 1.2954, 0.4671], [-1.7655, 1.5586, -1.4491], [1.9063, 3.4121, -0.5101], [1.7400, -4.3831, 0.0571], [-0.4485, 2.5313, 1.0947], [1.5458, 0.9147, -2.8398], [-1.7879, 2.1988, 1.2418], [1.6355, 0.0029, 0.4650], [1.5977, -1.9170, 1.5246], [3.6341, -0.4779, -7.5601], [-0.7388, -5.8750, -3.1250], [2.9262, -0.3532, 0.7708], [0.0168, 3.4327, 1.8861], [-2.3661, 1.7425, 0.1910], [-0.2467, -5.1961, 1.1962], [-3.8050, 6.3816, 1.5956], [0.2211, -6.3090, 1.8841], [1.0800, -3.1797, 2.0218], [4.1490, 4.5244, 2.0811], [-1.9386, -7.3217, 1.8180], [-3.5240, 4.8775, -0.2574], [2.7478, 0.3464, -2.9078], [0.5776, -4.2851, -2.0561], [-3.1902, 6.0564, 0.3974], [3.6345, 4.1500, 0.8634], [-4.4722, 4.0145, 0.2779], [3.1892, -0.1681, -6.5489], [-5.0807, 4.3464, 1.4851], [-0.8780, 4.1388, 2.8715], [-4.7539, 5.5222, 2.1381], [2.6292, 0.2144, -5.2783], [-1.5882, -5.1876, 0.8242], [3.3391, 4.5356, 3.2165], [2.2898, 3.7419, 0.6935], [3.3338, -0.0248, -4.1039], [0.8682, -0.9485, 0.9425], [-4.7781, 2.7227, -0.4188], [2.0153, 4.1826, 3.0772], [0.8794, 1.1480, -3.9673], [-0.4885, -3.5350, -2.4550], [1.7377, -3.7954, -1.2447], [-2.4432, -6.2340, 1.1267], [-0.6088, -7.3718, 2.1992], [0.6071, -4.0076, 0.8296], [0.4165, -5.6483, -2.4522], [1.4563, 3.7748, 1.8559], [2.9168, -1.5503, 1.4199], [1.3794, 0.8158, -5.2148], [-0.0283, -3.3555, 0.2226], [-1.9706, -4.3393, 0.2686], [1.1406, -6.4161, -2.2220], [-1.1001, -6.8035, -3.5337], [-5.2347, 5.7694, 3.0755], [4.2502, 4.1524, -0.0276], [-0.2213, -8.2243, 2.7371], [0.8112, 1.0188, -6.1106], [-1.8935, 4.1979, 2.4889], [0.2651, -3.0086, 2.7259], [2.6825, -4.0949, -1.6977], [-3.0330, 4.6160, -1.1876], [-0.5003, 5.1358, 3.0835], [1.3806, 4.2018, 3.9536], [-0.9171, 3.5768, 3.8077], [3.7340, 4.8231, 4.1810], [4.3108, -0.4855, -4.1248], [-3.4805, -6.2105, 0.8269], [1.7202, -2.7023, -1.1730], [-0.2089, -0.9712, 0.8827], [1.8896, -3.6895, 2.5391], [-2.4461, 6.7160, -0.0293], [-4.3549, 2.7196, -1.4230], [-3.5469, 7.2989, 2.1083], [5.1894, 4.8180, 2.1546], [-5.8476, 2.5264, -0.4974], [3.7075, -2.1663, 1.8079], [3.7616, 0.2810, 0.5287], [-5.8047, 3.6677, 1.9197], [-0.0958, 1.6089, -3.8609], [3.2542, 0.1761, -1.9663]],
  "lowdin_charge": [1.21, 0.68, 0.66, 0.75, 1.00, 0.84, 0.39, -0.26, -0.10, -0.07, -0.01, -0.07, -0.02, -0.06, 0.18, -0.40, -0.13, -0.26, -1.13, -0.18, -0.10, -0.56, -0.06, -0.10, -0.66, -0.05, -0.12, -0.32, -0.08, -0.04, -0.31, -0.16, -0.05, -0.02, -0.09, -0.21, -0.01, -0.11, -0.41, 0.01, -0.18, -0.45, -0.07, -0.13, -0.97, -0.14, -0.09, -0.12, -0.30, -0.13, -0.12, -0.04, 0.01, 0.11, 0.12, 0.12, 0.07, 0.10, 0.11, 0.11, 0.13, 0.06, 0.15, 0.14, 0.10, 0.09, 0.10, 0.10, 0.09, 0.12, 0.11, 0.10, 0.13, 0.11, 0.10, 0.05, 0.10, 0.10, 0.08, 0.13, 0.11, 0.11, 0.08, 0.09]
}

# 2
{
  "formula": "C38H31N3O6PS3Tl",
  "method": "ωB97M-V/def2-TZVPD",
  "charge": -2,
  "homo_ev": -2.484,
  "multiplicity": 1,
  "elements": ["Tl", "S", "S", "S", "P", "O", "O", "O", "O", "O", "O", "N", "N", "N", "C", "C", "C", "C", "C", "C", "C", "C", "C", "C", "C", "C", "C", "C", "C", "C", "C", "C", "C", "C", "C", "C", "C", "C", "C", "C", "C", "C", "C", "C", "C", "C", "C", "C", "C", "C", "C", "C", "H", "H", "H", "H", "H", "H", "H", "H", "H", "H", "H", "H", "H", "H", "H", "H", "H", "H", "H", "H", "H", "H", "H", "H", "H", "H", "H", "H", "H", "H", "H"],
  "xyz": [[-0.0361, -2.0438, -0.7208], [-2.0931, -2.2902, 0.5952], [-0.9083, -4.0928, -2.0752], [1.6442, -2.0749, 2.0935], [0.1962, 0.9896, 1.2213], [0.6909, -3.1571, 1.9002], [-0.2454, 2.5353, -1.3736], [1.8197, -1.3030, 0.8490], [3.5477, -1.1111, -2.9555], [-1.3032, 4.3263, -2.2420], [2.8887, -2.4636, 2.7255], [1.4084, -1.2550, -2.1616], [-1.2135, -0.3812, -2.1776], [2.1340, -3.6173, -0.9455], [2.9610, 4.0294, 0.7377], [0.9857, 4.0188, -2.7760], [1.0583, -0.1536, -3.0304], [-4.4720, -2.9783, -0.4303], [-4.9162, -4.3615, -2.3262], [-5.3856, -3.6052, -1.2602], [2.4624, -4.6438, -0.1677], [4.0274, 2.2834, 1.9768], [4.4270, -2.9851, -1.0512], [-3.6082, 2.3909, 1.2751], [0.3317, -0.7050, 5.6052], [-2.1823, 1.5278, -3.9160], [-3.0195, 0.9530, -2.9657], [-0.2882, 0.9870, 4.0218], [-1.1376, 3.4706, 1.9020], [2.8477, 1.5537, 1.9572], [4.0884, 3.5305, 1.3726], [3.7678, -4.9018, 0.2119], [0.2661, 0.2721, 2.9518], [0.8654, -0.9544, 3.2625], [-0.8708, 1.1195, -3.9805], [-3.5239, 3.7062, 1.7071], [-0.4071, 0.1779, -3.0634], [-2.4940, -0.0021, -2.1278], [4.7657, -4.0501, -0.2394], [1.7829, 3.2965, 0.7080], [-2.4593, 1.6262, 1.1431], [-0.3149, 3.5838, -2.0598], [1.7014, 2.0514, 1.3327], [0.8984, -1.4269, 4.5736], [-3.0916, -3.0985, -0.6196], [-1.2090, 2.1538, 1.4563], [-2.2837, 4.2433, 2.0198], [3.0871, -2.7972, -1.3662], [-0.2643, 0.5152, 5.3219], [-2.6045, -3.8606, -1.7055], [2.6853, -1.6247, -2.2306], [-3.5539, -4.4713, -2.5381], [-0.1791, 3.9012, 2.1633], [0.8208, 4.0202, -3.8559], [1.4017, -0.3693, -4.0476], [2.8370, 0.5787, 2.4205], [4.9021, 1.8647, 2.4601], [1.5757, 0.7638, -2.7166], [5.1517, -2.2821, -1.4350], [-6.4483, -3.4937, -1.0799], [3.9879, -5.7317, 0.8696], [1.8241, 3.3639, -2.5333], [-0.7565, 1.9423, 3.8307], [5.0096, 4.1018, 1.3839], [-0.7087, 1.1086, 6.1127], [-4.4174, 4.3141, 1.7874], [-4.0510, 1.2587, -2.8616], [-4.5691, 1.9605, 1.0187], [1.6379, -5.2594, 0.1719], [-2.5270, 0.6045, 0.7863], [-2.2039, 5.2728, 2.3489], [-4.8236, -2.3748, 0.3988], [-0.1743, 1.5667, -4.6788], [0.3590, -1.0886, 6.6181], [5.7961, -4.2092, 0.0559], [-2.5459, 2.3098, -4.5692], [1.2297, 5.0460, -2.4912], [0.9274, 3.6718, 0.1680], [1.3867, -2.3727, 4.7658], [-3.0980, -0.4851, -1.3690], [2.9951, 4.9909, 0.2384], [-5.6069, -4.8574, -2.9990], [-3.1863, -5.0492, -3.3774]],
  "lowdin_charge": [0.59, 0.64, 0.56, 0.40, 1.15, -0.38, -0.09, -0.43, 0.01, -0.08, -0.32, -0.04, 0.06, 0.06, -0.09, -0.05, -0.15, -0.16, -0.13, -0.13, -0.13, -0.10, 0.00, -0.08, -0.09, -0.06, -0.05, -0.08, -0.11, -0.08, -0.12, -0.06, -0.29, -0.26, -0.03, -0.11, -0.26, -0.12, -0.07, -0.10, -0.09, -0.77, -0.31, -0.07, -0.68, -0.38, -0.09, -0.21, -0.09, -0.71, -0.50, -0.15, 0.10, 0.05, 0.13, 0.09, 0.09, 0.13, 0.11, 0.08, 0.10, 0.06, 0.09, 0.09, 0.09, 0.09, 0.10, 0.10, 0.11, 0.06, 0.09, 0.09, 0.12, 0.09, 0.10, 0.11, 0.06, 0.08, 0.11, 0.08, 0.10, 0.08, 0.08]
}

# 3
{
  "formula": "C38H31NP2PdSi",
  "method": "ωB97M-V/def2-TZVPD",
  "homo_ev": -7.709,
  "multiplicity": 1,
  "elements": ["Pd", "P", "P", "Si", "N", "C", "C", "C", "C", "C", "C", "C", "C", "C", "C", "C", "C", "C", "C", "C", "C", "C", "C", "C", "C", "C", "C", "C", "C", "C", "C", "C", "C", "C", "C", "C", "C", "C", "C", "C", "C", "C", "C", "H", "H", "H", "H", "H", "H", "H", "H", "H", "H", "H", "H", "H", "H", "H", "H", "H", "H", "H", "H", "H", "H", "H", "H", "H", "H", "H", "H", "H", "H", "H"],
  "xyz": [[-0.1335, 0.1050, -0.3692], [0.6992, 2.1548, 0.2785], [-1.1066, -1.9694, -0.4487], [0.0778, -0.4235, 1.8848], [-0.3474, 0.9911, -3.3756], [-3.7624, -2.8933, -0.0648], [-0.9012, 5.3059, -1.6272], [-0.1779, 0.5795, -2.3167], [-5.5068, -2.2767, -1.5984], [-0.1500, 4.1943, -1.3142], [1.3423, -4.2560, -3.5596], [-0.8284, -3.5850, -2.7813], [1.1737, 0.8908, 2.7114], [-0.0318, -2.3010, 2.0778], [-1.5406, 5.5377, 0.6791], [-0.0754, 3.7519, 0.0130], [1.3086, 2.0913, 1.9982], [4.1425, 1.1195, -1.6110], [-0.0365, -4.2636, -3.6920], [-0.7891, 4.4272, 1.0058], [-0.6581, -2.9656, 1.0023], [2.8855, 1.0915, -1.0344], [-0.8443, -4.3369, 1.0226], [-4.6024, -1.5266, -2.3402], [2.4481, 1.8690, 4.5066], [2.9830, 3.4743, -0.7146], [1.7657, 0.7928, 3.9650], [-0.4302, -5.0737, 2.1211], [1.9771, 3.1709, 2.5473], [-1.7367, 0.3047, 2.0652], [4.8253, 2.3211, -1.7273], [2.5425, 3.0639, 3.8095], [4.2411, 3.4972, -1.2862], [0.2115, -4.4326, 3.1776], [0.4194, -3.0680, 3.1529], [-5.0861, -2.9482, -0.4590], [2.3014, 2.2706, -0.5785], [-1.6029, 5.9781, -0.6355], [-0.2308, -2.8771, -1.7496], [-2.8491, -2.1647, -0.8227], [-3.2827, -1.4590, -1.9525], [1.1590, -2.8198, -1.6526], [1.9431, -3.5252, -2.5429], [-2.5653, -0.8543, -2.5012], [-5.7932, -3.5248, 0.1186], [4.5897, 0.2081, -1.9814], [-0.7415, 4.0825, 2.0301], [0.5460, -5.0106, 4.0271], [2.3325, 0.1431, -0.9566], [2.5116, 4.3918, -0.3954], [-4.9315, -0.9890, -3.2172], [1.6103, -2.2163, -0.8600], [-1.9042, -3.5974, -2.8773], [2.8997, 1.7822, 5.4831], [-2.4665, -0.3507, 1.5811], [-0.5984, -6.1384, 2.1554], [1.6784, -0.1233, 4.5321], [2.0458, 4.1006, 2.0007], [-0.9506, 5.6444, -2.6504], [-6.5393, -2.3339, -1.9056], [3.0597, 3.9052, 4.2410], [1.9532, -4.8114, -4.2551], [-1.3258, -4.8264, 0.1865], [-1.8087, 1.3028, 1.6117], [5.8064, 2.3419, -2.1782], [-2.2036, 6.8379, -0.8859], [-2.0131, 0.3960, 3.1149], [-3.4304, -3.4162, 0.8207], [4.7655, 4.4354, -1.3955], [3.0200, -3.5110, -2.4503], [0.3818, 3.6492, -2.0845], [0.9207, -2.5889, 3.9835], [-0.4974, -4.8072, -4.5045], [-2.0879, 6.0617, 1.4487]],
  "lowdin_charge": [0.34, 0.98, 0.96, 0.61, -0.04, -0.08, -0.07, -0.47, -0.08, -0.09, -0.08, -0.07, -0.29, -0.28, -0.08, -0.35, -0.36, -0.07, -0.08, -0.09, -0.37, -0.10, -0.09, -0.07, -0.08, -0.09, -0.09, -0.07, -0.09, -0.22, -0.08, -0.07, -0.08, -0.08, -0.09, -0.08, -0.35, -0.08, -0.35, -0.35, -0.10, -0.11, -0.07, 0.09, 0.10, 0.10, 0.11, 0.10, 0.07, 0.10, 0.11, 0.09, 0.10, 0.10, 0.00, 0.10, 0.09, 0.10, 0.11, 0.10, 0.10, 0.10, 0.11, 0.01, 0.10, 0.10, 0.01, 0.10, 0.10, 0.10, 0.10, 0.09, 0.10, 0.10]
}